C6H18N4O4SbSe5W | wB97M-V/def2-TZVPD

Computed properties:
max |F|	0.1644	hartree/bohr
energy above the lowest of the compared OMol25 structures with the same formula, charge and spin	12.150	eV
gap between HOMO and LUMO (alpha / beta)	4.3 / 4.3	eV
energy	-355753.0002	eV
net charge	-1
highest occupied orbital energy (alpha / beta)	-3.006 / -2.999	eV

Element x y z (Å)
W (-2.296, 0.851, 0.106)
N (-0.474, 0.717, 2.642)
C (0.333, -0.502, 2.577)
C (1.408, -0.354, 1.501)
N (0.942, -0.535, 0.115)
C (2.012, 0.017, -0.747)
C (1.789, 0.033, -2.259)
N (0.583, 0.774, -2.636)
C (0.700, -1.944, -0.216)
C (-0.745, -2.224, -0.660)
N (-1.341, -1.045, -1.333)
H (0.099, 1.476, 3.044)
H (-1.288, 0.587, 3.242)
H (-0.328, -1.346, 2.354)
H (0.833, -0.705, 3.536)
H (2.229, -1.060, 1.706)
H (1.796, 0.672, 1.584)
H (2.954, -0.516, -0.549)
H (2.149, 1.057, -0.437)
H (1.714, -0.977, -2.682)
H (2.694, 0.503, -2.667)
H (0.436, 0.706, -3.642)
H (0.774, 1.773, -2.478)
H (0.924, -2.588, 0.641)
H (1.368, -2.239, -1.032)
H (-1.372, -2.454, 0.211)
H (-0.762, -3.102, -1.322)
H (-2.285, -1.334, -1.639)
H (-0.773, -0.804, -2.169)
Se (2.951, 3.782, -1.166)
Sb (1.194, 3.509, 0.448)
Se (-2.237, 2.162, -1.682)
Se (-0.688, 2.221, 0.084)
Se (2.333, 3.865, 2.581)
O (-2.294, -0.586, 1.101)
Se (-4.047, -0.420, 0.881)
O (-3.729, 0.223, -0.722)
O (-3.194, 1.741, 1.206)
O (-4.362, -1.933, 0.478)